The following is a quantum chemistry calculation of one molecule with the formula C20H29NO5S, from the Open Molecules 2025 dataset.

```
56
Properties=species:S:1:pos:R:3:mulliken_charge:R:1
C -3.70 -2.39 -1.73 -0.96
O -2.30 -2.49 -1.85 -0.44
C -1.61 -1.36 -2.20 0.68
C -2.17 -0.13 -2.46 -0.74
C -1.37 0.96 -2.78 -0.71
C 0.01 0.83 -2.85 0.25
C 0.86 2.02 -3.18 -1.44
C 0.80 3.10 -2.08 -0.74
N 1.55 2.70 -0.91 -0.22
S 0.74 2.31 0.51 1.21
O -0.67 2.44 0.30 -0.68
O 1.36 3.07 1.56 -0.73
C 1.23 0.58 0.67 -0.85
C 0.43 -0.27 1.62 1.52
C -1.00 -0.63 1.14 -0.62
C -1.69 -1.16 2.40 -1.42
C -0.56 -1.14 3.44 0.28
C 0.41 -2.24 3.03 -1.08
C 1.07 -1.64 1.82 0.03
O 1.93 -2.13 1.13 -0.62
C 0.20 0.16 3.09 1.24
C -0.65 1.41 3.30 -1.99
C 1.51 0.35 3.85 -1.97
C 0.58 -0.42 -2.59 -0.19
C -0.20 -1.52 -2.28 1.04
O 0.26 -2.77 -2.03 -0.49
C 1.65 -2.99 -2.02 -0.87
H -4.17 -2.12 -2.68 0.36
H -4.03 -3.38 -1.43 0.27
H -3.98 -1.67 -0.96 0.35
H -3.24 0.01 -2.41 0.42
H -1.83 1.91 -2.99 0.42
H 0.51 2.47 -4.11 0.45
H 1.90 1.72 -3.32 0.30
H -0.24 3.24 -1.77 0.36
H 1.18 4.04 -2.47 0.46
H 2.35 3.28 -0.70 0.34
H 2.28 0.62 0.96 0.74
H 1.15 0.18 -0.34 -0.43
H -0.96 -1.39 0.35 0.13
H -1.47 0.26 0.72 0.46
H -2.52 -0.52 2.71 0.30
H -2.09 -2.16 2.26 0.49
H -0.91 -1.22 4.47 0.52
H -0.07 -3.19 2.78 0.40
H 1.16 -2.46 3.80 0.34
H -1.01 1.42 4.32 0.39
H -1.50 1.46 2.63 0.42
H -0.06 2.30 3.13 0.52
H 1.32 0.39 4.92 0.37
H 2.23 -0.44 3.65 0.44
H 1.96 1.30 3.54 0.40
H 1.65 -0.52 -2.65 0.35
H 2.10 -2.73 -2.99 0.35
H 2.14 -2.44 -1.22 0.28
H 1.77 -4.06 -1.84 0.26
```

For the energy relative to the best compared isomer or geometry (same formula, charge and spin), the calculation gives 5.5 kcal per mole. The total energy is -43773.04966 eV. As for the HOMO energy: -7.96 eV. The structure (SMILES) is COc1ccc(CCNS(=O)(=O)C[C@@]23CC[C@@H](CC2=O)C3(C)C)cc1OC. The calculation puts the gap between HOMO and LUMO at 8.57 eV. Its total charge is 0. As for the LUMO energy: 0.608 eV.



The following is a quantum chemistry calculation of C25H22O2P2PtS3Sb as an isolated structure, from the Open Molecules 2025 dataset.

```
56
Properties=species:S:1:pos:R:3:mulliken_spin:R:1
Pt -0.23 -0.23 -0.14 0.22
O 2.08 -0.08 -0.05 -0.01
P 2.89 1.16 0.13 -0.01
C 2.26 2.18 1.51 0.00
P 0.63 2.85 1.01 0.00
O -0.01 2.06 -0.08 0.00
C 0.94 4.53 0.44 0.00
C 0.66 4.83 -0.88 0.00
C 0.88 6.11 -1.36 0.00
C 1.37 7.09 -0.51 0.00
C 1.64 6.80 0.82 0.00
C 1.42 5.52 1.30 0.00
C -0.39 2.95 2.50 0.00
C -1.72 3.30 2.28 -0.01
C -2.59 3.40 3.35 0.00
C -2.13 3.17 4.64 0.00
C -0.81 2.82 4.86 0.00
C 0.07 2.72 3.79 0.00
C 4.60 0.75 0.53 0.00
C 5.26 1.15 1.69 0.00
C 6.56 0.72 1.92 0.00
C 7.20 -0.11 1.01 0.00
C 6.54 -0.51 -0.14 0.00
C 5.24 -0.09 -0.38 0.00
C 2.93 2.22 -1.33 0.00
C 3.79 3.30 -1.39 0.00
C 3.81 4.10 -2.52 0.00
C 2.97 3.81 -3.58 0.00
C 2.11 2.72 -3.52 0.00
C 2.09 1.92 -2.39 0.00
H 2.94 2.98 1.78 0.00
H 2.13 1.48 2.34 0.00
H 0.27 4.05 -1.53 0.00
H 0.66 6.35 -2.40 0.00
H 1.55 8.09 -0.88 0.00
H 2.02 7.56 1.48 0.00
H 1.62 5.29 2.34 0.00
H -2.07 3.45 1.27 0.00
H -3.63 3.67 3.18 0.00
H -2.81 3.24 5.48 0.00
H -0.45 2.63 5.86 0.00
H 1.10 2.45 3.97 0.00
H 4.78 1.79 2.41 0.00
H 7.07 1.03 2.82 0.00
H 8.21 -0.44 1.20 0.00
H 7.03 -1.16 -0.85 0.00
H 4.71 -0.41 -1.27 0.00
H 4.46 3.52 -0.56 0.00
H 4.48 4.95 -2.57 0.00
H 2.99 4.44 -4.47 0.00
H 1.46 2.50 -4.36 0.00
H 1.42 1.07 -2.32 0.00
S -2.85 -2.79 2.38 0.18
Sb -2.56 -2.48 0.14 -0.06
S -2.49 0.01 -0.15 0.11
S -0.06 -2.48 -0.20 0.57
```

For the energy relative to the best compared isomer or geometry (same formula, charge and spin), the calculation gives 10.9 kcal per mole. The total energy is -91247.69331 eV. As for the HOMO energy (alpha / beta): -6.54 / -6.43 eV. Its expectation value of S² is 0.76. Its spin multiplicity is 2. The calculation puts the gap between HOMO and LUMO (alpha / beta) at 6.43 / 4.50 eV. Its total charge is 0. As for the LUMO energy (alpha / beta): -0.106 / -1.927 eV.



The following is a quantum chemistry calculation of a 2-piece molecular cluster, CH3ClIOP overall, from the Open Molecules 2025 dataset.

```
8
Properties=species:S:1:pos:R:3:mulliken_spin:R:1
C -0.89 0.88 0.05 0.00
O 0.33 0.66 -0.65 0.08
P 0.71 -0.85 -1.02 0.83
Cl 2.54 -0.57 -1.40 0.09
I 0.87 -2.78 2.41 0.99
H -1.60 0.43 -0.57 0.01
H -1.06 1.93 0.14 0.00
H -0.90 0.30 1.05 0.00
```

For the energy relative to the best compared isomer or geometry (same formula, charge and spin), the calculation gives 0.0 kcal per mole. The total energy is -33043.53279 eV. As for the HOMO energy (alpha / beta): -7.30 / -9.94 eV. Its expectation value of S² is 2.01. Its spin multiplicity is 3. The calculation puts the gap between HOMO and LUMO (alpha / beta) at 8.12 / 6.63 eV. Its total charge is 0. As for the LUMO energy (alpha / beta): 0.828 / -3.309 eV.



The following is a quantum chemistry calculation of C28H56Cl28F8Mg2N4O16S8 as an isolated structure, from the Open Molecules 2025 dataset.

```
150
Properties=species:S:1:pos:R:3:mulliken_charge:R:1
Mg 2.81 0.05 -0.35 2.65
Mg 1.02 -3.50 -1.71 1.16
N 0.98 0.13 -0.42 0.94
S -0.24 -1.03 0.06 -0.22
O 0.02 -2.26 -0.65 0.18
O -1.62 -0.57 0.26 0.13
F 0.19 -1.35 1.60 -0.09
S 0.02 1.08 -1.15 -0.82
O -0.34 2.39 -0.58 0.03
O -0.77 0.53 -2.21 0.03
F 1.28 1.53 -2.00 -0.51
N 4.18 1.17 -0.07 0.69
S 5.96 1.00 -0.20 0.87
O 6.67 0.98 1.05 -0.58
O 6.57 1.46 -1.42 -0.52
F 5.95 -0.56 -0.45 -0.25
S 4.25 2.65 0.13 0.05
O 4.44 3.48 -1.08 -0.47
O 4.64 3.20 1.45 -0.52
F 2.66 2.62 0.26 -0.43
N 2.02 -4.05 -0.30 0.58
S 3.40 -3.24 0.37 0.35
O 4.00 -3.61 1.63 -0.44
O 3.23 -1.80 0.14 0.64
F 4.52 -3.70 -0.69 -0.31
S 2.08 -5.22 0.67 0.70
O 1.56 -4.91 2.00 -0.43
O 3.10 -6.24 0.39 -0.61
F 0.76 -5.88 0.06 -0.09
N 1.31 -2.20 -2.98 0.37
S 2.84 -1.44 -3.27 -0.14
O 3.15 -0.44 -2.23 -1.19
O 3.49 -1.35 -4.58 -0.47
F 3.56 -2.73 -2.70 -0.38
S 0.81 -1.57 -4.28 0.35
O 0.74 -2.56 -5.32 -0.65
O 0.85 -0.11 -4.51 -0.01
F -0.76 -1.70 -3.92 -0.17
Cl 2.20 -9.57 -4.10 -0.18
C 1.75 -8.19 -3.00 -0.05
C 2.27 -6.94 -3.69 -1.27
Cl 1.69 -5.39 -3.01 -0.06
H 2.30 -8.24 -2.06 0.26
H 0.68 -8.28 -2.83 0.17
H 2.04 -6.92 -4.76 0.46
H 3.36 -6.91 -3.69 0.54
Cl -2.60 6.88 4.04 -0.16
C -1.79 8.19 3.24 -0.55
C -1.32 7.77 1.88 -0.53
Cl -0.33 6.28 1.88 0.02
H -0.94 8.53 3.84 0.29
H -2.53 8.99 3.14 0.36
H -0.78 8.53 1.30 0.40
H -2.19 7.60 1.24 0.19
Cl -2.31 6.92 -1.57 -0.22
C -1.05 5.69 -1.40 0.52
C -0.94 4.86 -2.71 -0.02
Cl -2.32 3.69 -2.95 -0.14
H -1.26 5.04 -0.54 -0.28
H -0.16 6.14 -0.95 0.04
H -0.02 4.29 -2.73 -0.71
H -0.92 5.46 -3.62 0.61
Cl 0.62 5.18 -6.23 -0.22
C 2.14 4.32 -5.86 -0.32
C 1.82 3.12 -4.99 0.57
Cl 3.31 2.22 -4.55 -0.19
H 2.75 5.07 -5.37 0.16
H 2.59 4.06 -6.82 0.40
H 1.18 2.36 -5.45 0.38
H 1.40 3.42 -4.03 -0.73
Cl -5.17 -1.18 3.81 -0.24
C -3.50 -1.72 4.06 1.28
C -3.05 -1.67 5.52 -0.31
Cl -3.02 0.07 6.09 -0.21
H -2.88 -1.08 3.43 -0.25
H -3.41 -2.68 3.55 -0.87
H -2.13 -2.17 5.83 0.14
H -3.79 -2.15 6.15 0.40
Cl -1.91 -3.72 1.50 0.02
C -1.98 -5.27 2.47 -0.37
C -3.47 -5.67 2.72 -0.54
Cl -4.47 -5.41 1.28 -0.13
H -1.44 -5.04 3.39 -0.02
H -1.38 -6.04 1.98 0.29
H -3.94 -5.00 3.44 0.28
H -3.58 -6.72 2.96 0.46
Cl 1.51 2.45 4.76 -0.18
C 0.50 3.71 3.99 -0.25
C -0.77 2.88 3.62 -0.70
Cl -0.51 1.68 2.38 -0.15
H 0.96 4.00 3.05 0.02
H 0.30 4.54 4.68 0.44
H -1.54 3.55 3.23 0.23
H -1.18 2.35 4.48 0.25
Cl 2.02 8.15 -0.23 -0.09
C 3.66 8.19 -0.86 -0.50
C 4.06 6.81 -1.22 -0.65
Cl 3.27 6.01 -2.64 -0.05
H 4.35 8.63 -0.14 0.33
H 3.69 8.86 -1.72 0.30
H 3.89 6.11 -0.39 0.21
H 5.15 6.74 -1.31 0.40
Cl 3.15 -3.03 6.79 -0.21
C 2.59 -4.21 5.49 -0.08
C 0.97 -4.11 5.42 -0.53
Cl 0.40 -2.61 4.82 0.06
H 3.03 -5.19 5.67 0.48
H 3.11 -3.91 4.58 -0.20
H 0.48 -4.27 6.38 0.46
H 0.56 -4.86 4.75 0.07
Cl 2.68 -0.41 2.64 0.16
C 4.17 0.18 3.45 -0.54
C 4.56 -0.82 4.50 -0.02
Cl 6.08 -0.35 5.26 -0.22
H 4.09 1.22 3.78 0.39
H 5.03 0.25 2.78 0.06
H 4.79 -1.79 4.06 0.01
H 3.72 -0.86 5.20 0.23
Cl -1.70 -7.18 -0.27 -0.13
C -2.59 -6.76 -1.69 -0.35
C -1.91 -6.02 -2.82 -0.63
Cl -1.25 -4.41 -2.40 0.19
H -3.39 -6.09 -1.35 0.20
H -3.04 -7.68 -2.06 0.43
H -2.61 -5.91 -3.65 0.46
H -1.04 -6.49 -3.29 -0.02
Cl -5.46 1.10 -5.66 -0.21
C -4.10 1.20 -4.59 0.08
C -2.74 1.37 -5.29 0.06
Cl -2.20 -0.26 -5.99 -0.24
H -4.03 0.23 -4.10 0.20
H -4.31 2.08 -3.98 -0.05
H -1.86 1.59 -4.69 -0.29
H -2.73 2.15 -6.05 0.51
Cl -4.18 1.81 1.90 -0.18
C -3.68 2.39 0.30 0.56
C -4.52 3.56 -0.08 -0.55
Cl -4.22 4.95 1.04 -0.15
H -3.70 1.50 -0.33 -0.14
H -2.63 2.69 0.30 -0.30
H -5.57 3.36 0.15 0.45
H -4.47 3.84 -1.13 0.27
Cl -6.98 -3.05 -0.74 -0.22
C -6.14 -2.20 0.58 -0.05
C -6.70 -0.75 0.56 -0.55
Cl -6.05 0.34 -0.77 -0.11
H -5.07 -2.38 0.50 -0.01
H -6.36 -2.68 1.53 0.32
H -6.62 -0.27 1.54 0.20
H -7.77 -0.94 0.47 0.46
```

The total energy is -538600.60712 eV. As for the HOMO energy: -10.01 eV. The calculation puts the gap between HOMO and LUMO at 8.02 eV. Its total charge is 0. As for the LUMO energy: -1.990 eV.



The following is a quantum chemistry calculation of a 2-piece molecular cluster, C5H11ClO2 overall, from the Open Molecules 2025 dataset.

```
19
Properties=species:S:1:pos:R:3:mulliken_spin:R:1
C 1.61 1.04 0.18 0.01
C 0.99 -0.50 -1.56 0.01
C -1.26 -1.11 1.97 0.00
C -2.07 0.18 -0.05 1.64
C 1.60 0.87 -1.38 -0.01
O -3.34 0.44 -0.37 0.08
O -2.14 -0.41 1.18 0.20
Cl 3.20 0.82 -2.09 0.00
H 1.91 0.13 0.74 0.00
H 2.32 1.81 0.54 0.00
H 0.61 1.30 0.38 -0.01
H -0.09 -0.50 -1.07 0.03
H 1.65 -1.17 -1.08 0.00
H 0.92 -0.80 -2.58 0.00
H -1.17 -0.64 3.07 0.00
H -0.21 -1.09 1.49 -0.01
H -1.73 -2.22 2.05 0.01
H 1.02 1.68 -1.84 0.00
H -3.83 0.18 0.42 0.02
```

For the energy relative to the best compared isomer or geometry (same formula, charge and spin), the calculation gives 31.5 kcal per mole. The total energy is -21974.57715 eV. As for the HOMO energy (alpha / beta): -6.50 / -10.50 eV. Its expectation value of S² is 2.00. Its spin multiplicity is 3. The calculation puts the gap between HOMO and LUMO (alpha / beta) at 7.27 / 8.64 eV. Its total charge is 0. As for the LUMO energy (alpha / beta): 0.766 / -1.862 eV.



The following is a quantum chemistry calculation of a 10-piece molecular cluster, C19H58N2O19 overall, from the Open Molecules 2025 dataset.

```
98
Properties=species:S:1:pos:R:3:mulliken_charge:R:1
N 12.61 -14.51 10.54 -0.01
C 13.76 -14.05 11.06 0.57
N 13.91 -12.77 10.83 -0.22
O 14.58 -14.72 11.64 -0.73
H 11.91 -13.88 10.14 -0.07
H 12.26 -15.21 11.20 0.14
H 13.08 -12.18 10.81 0.07
H 14.66 -12.36 11.33 0.25
O 16.17 -14.57 6.95 -0.54
C 15.70 -15.51 7.94 -0.03
C 15.36 -16.86 7.39 -0.73
O 14.27 -16.71 6.41 -0.30
H 15.38 -14.45 6.39 0.30
H 16.47 -15.55 8.72 0.50
H 14.77 -15.17 8.45 -0.14
H 15.08 -17.53 8.20 0.37
H 16.21 -17.31 6.85 0.37
H 14.61 -17.15 5.64 0.12
O 8.08 -10.05 6.89 -0.58
C 8.46 -11.30 6.21 0.57
C 7.26 -12.08 5.83 -0.60
O 6.47 -11.33 4.79 -0.57
H 7.77 -9.36 6.31 0.31
H 9.06 -11.03 5.33 0.20
H 9.08 -11.87 6.91 -0.30
H 6.66 -12.15 6.74 0.37
H 7.43 -13.12 5.45 0.28
H 6.15 -10.57 5.29 0.30
O 11.11 -18.82 3.18 -0.60
C 11.99 -18.01 3.99 0.15
C 12.50 -17.00 3.00 0.01
O 13.24 -17.73 2.06 -0.64
H 10.77 -19.62 3.57 0.29
H 11.43 -17.58 4.82 -0.02
H 12.81 -18.66 4.31 0.26
H 13.20 -16.25 3.40 0.03
H 11.67 -16.46 2.53 0.18
H 12.71 -18.48 1.77 0.38
O 10.04 -11.85 0.90 -0.58
C 11.22 -12.07 1.68 -0.36
C 11.32 -13.60 1.90 0.29
O 11.24 -14.27 0.67 -0.62
H 10.32 -11.73 -0.03 0.34
H 12.07 -11.65 1.13 0.32
H 11.11 -11.62 2.64 0.09
H 10.56 -14.01 2.57 0.11
H 12.35 -13.77 2.26 0.13
H 10.35 -14.19 0.27 0.33
O 11.22 -17.40 9.86 -0.44
C 11.17 -18.79 9.57 -0.67
C 10.49 -19.11 8.27 -0.09
O 9.24 -18.39 8.30 -0.46
H 11.28 -16.95 8.98 0.52
H 12.15 -19.23 9.76 0.29
H 10.53 -19.24 10.38 0.32
H 10.24 -20.15 8.05 0.41
H 11.09 -18.71 7.45 -0.05
H 8.89 -18.53 7.42 0.28
O 12.42 -9.89 10.48 -0.58
C 12.16 -9.89 9.08 -0.58
C 10.89 -10.56 8.63 -0.03
O 11.02 -12.00 8.89 0.38
H 11.65 -9.54 10.93 0.34
H 12.08 -8.86 8.75 0.50
H 13.02 -10.39 8.60 -0.17
H 10.76 -10.37 7.56 0.04
H 10.02 -10.18 9.17 0.41
H 10.13 -12.36 9.09 -0.09
O 14.32 -12.86 5.44 -0.43
C 14.22 -11.93 6.54 0.00
C 15.53 -11.53 7.10 -0.33
O 16.48 -11.21 6.04 -0.59
H 15.04 -12.46 4.92 0.32
H 13.68 -11.05 6.14 0.51
H 13.61 -12.35 7.36 -0.37
H 16.01 -12.36 7.63 0.21
H 15.40 -10.63 7.71 0.40
H 16.10 -10.49 5.52 0.33
O 8.54 -12.76 10.03 -0.57
C 7.77 -13.88 9.50 -0.49
C 8.58 -15.15 9.50 0.86
O 9.02 -15.40 10.80 -0.65
H 8.94 -13.05 10.85 0.30
H 6.84 -13.93 10.08 0.40
H 7.45 -13.53 8.51 0.00
H 9.44 -15.15 8.77 -0.58
H 7.93 -15.94 9.12 0.33
H 9.60 -16.17 10.69 0.37
O 11.01 -13.12 5.13 -0.30
C 11.40 -14.45 5.45 -0.45
C 11.48 -14.76 6.99 0.81
O 11.66 -16.19 7.35 0.30
H 11.83 -12.58 5.22 0.14
H 10.63 -15.10 4.98 0.37
H 12.37 -14.72 5.01 0.02
H 10.54 -14.43 7.42 -0.38
H 12.25 -14.15 7.48 -0.60
H 12.49 -16.42 6.87 -0.25
```

For the energy relative to the best compared isomer or geometry (same formula, charge and spin), the calculation gives 22.4 kcal per mole. The total energy is -62522.55995 eV. As for the HOMO energy: -9.54 eV. The structure (SMILES) is NC(N)=O.OCCO.OCCO.OCCO.OCCO.OCCO.OCCO.OCCO.OCCO.OCCO. The calculation puts the gap between HOMO and LUMO at 9.73 eV. Its total charge is 0. As for the LUMO energy: 0.191 eV.